Computed, not measured: a single C5H5FNO6PS molecule, with ωB97M-V/def2-TZVPD.

```
20
Properties=species:S:1:pos:R:3
O 2.27 -2.67 0.51
P 1.89 -1.41 -0.09
O 2.99 -0.80 -1.02
O 0.56 -1.46 -0.97
C -0.63 -0.83 -0.56
C -1.01 0.32 -1.22
C -2.19 0.92 -0.79
C -2.90 0.34 0.25
C -2.41 -0.83 0.80
N -1.29 -1.43 0.39
O 1.56 -0.30 1.10
S 1.98 1.22 1.14
O 3.39 1.34 1.18
O 1.13 1.88 2.03
F 1.55 1.63 -0.32
H 2.83 0.09 -1.38
H -0.42 0.72 -2.03
H -2.54 1.83 -1.26
H -3.81 0.78 0.63
H -2.95 -1.32 1.61
```

For the gap between HOMO and LUMO, the calculation gives 10.63 eV. The SMILES is O=[P@@](O)(Oc1ccccn1)OS(=O)(=O)F. As for the maximum force: 1.23 eV Å⁻¹. The calculation puts the highest occupied orbital energy at -10.41 eV. As for the LUMO energy: 0.0084 hartree.

Results of the natural (NBO) charge analysis, in e, for atoms 1 through 8: O -1.031; P 2.552; O -0.968; O -0.786; C 0.469; C -0.284; C -0.149; C -0.261


Computed, not measured: a molecular structure, C5H5FO2, with ωB97M-V/def2-TZVPD.

```
13
Properties=species:S:1:pos:R:3
C -0.37 0.27 0.05
C 0.06 -0.89 1.07
C 0.73 -1.94 0.73
C -0.84 -0.49 -1.12
C 0.93 1.10 -0.13
H -0.40 -0.69 2.10
H 0.98 -2.21 -0.19
H 0.97 -2.57 1.69
H -2.11 -0.93 -1.15
H 1.51 0.64 -1.03
O -0.11 -1.00 -1.89
O 1.21 2.15 0.48
F -1.42 0.91 0.69
```

For the gap between HOMO and LUMO, the calculation gives 10.35 eV. For the energy above the lowest of the compared OMol25 structures with the same formula, charge and spin, the calculation gives 2.8357 eV. As for the maximum force: 6.21 eV Å⁻¹. The calculation puts the highest occupied orbital energy at -10.10 eV. As for the LUMO energy: 0.0091 hartree.

Results of the natural (NBO) charge analysis, in e, for atoms 1 through 8: C 0.083; C -0.188; C -0.372; C 0.440; C 0.409; H 0.246; H 0.215; H 0.223


Computed, not measured: a single C5H5FS2 molecule, with ωB97M-V/def2-TZVPD.

```
13
Properties=species:S:1:pos:R:3
F -0.33 -2.17 0.16
C -1.05 -1.36 1.06
C -0.40 -0.66 2.10
C 0.91 -0.22 2.16
C 1.78 -0.10 1.05
S 0.95 -0.13 -0.64
C -0.35 1.30 -0.72
S -1.15 1.73 -2.10
H -2.05 -1.58 1.10
H -1.07 -0.09 2.81
H 1.53 -0.10 3.09
H 2.84 0.22 1.06
H -0.38 1.75 0.35
```

For the gap between HOMO and LUMO, the calculation gives 7.90 eV. The SMILES is F/C=C\C=C/SC=S. For the energy above the lowest of the compared OMol25 structures with the same formula, charge and spin, the calculation gives 3.2437 eV. As for the maximum force: 7.28 eV Å⁻¹. The calculation puts the highest occupied orbital energy at -8.50 eV. As for the LUMO energy: -0.0223 hartree.

Results of the natural (NBO) charge analysis, in e, for atoms 1 through 8: F -0.340; C 0.280; C -0.339; C -0.251; C -0.300; S 0.205; C -0.424; S 0.069


Computed, not measured: a single C5H5IN2S molecule, with ωB97M-V/def2-TZVPD.

```
14
Properties=species:S:1:pos:R:3
C -1.02 -0.72 -0.58
C -2.31 -0.46 -0.78
C -0.52 0.02 0.54
C -1.34 0.71 1.35
C 1.95 0.36 -0.17
N 1.74 0.91 -1.26
N 0.94 0.03 0.93
S -2.93 0.50 0.60
I 4.02 -0.02 0.39
H -0.52 -1.45 -1.03
H -3.06 -1.06 -1.27
H 0.86 1.11 -1.76
H 1.24 -0.82 1.49
H 0.96 0.89 1.55
```

For the gap between HOMO and LUMO, the calculation gives 7.34 eV. For the energy above the lowest of the compared OMol25 structures with the same formula, charge and spin, the calculation gives 1.9501 eV. As for the maximum force: 4.44 eV Å⁻¹. The calculation puts the highest occupied orbital energy at -8.03 eV. As for the LUMO energy: -0.0253 hartree.

Results of the natural (NBO) charge analysis, in e, for atoms 1 through 8: C -0.326; C -0.384; C -0.156; C -0.462; C 0.320; N -0.608; N -0.613; S 0.321


Computed, not measured: a molecular structure, C5H5IrTe4, with ωB97M-V/def2-TZVPD.

```
15
Properties=species:S:1:pos:R:3
Ir 0.02 0.14 -0.13
C 1.22 -0.98 1.62
C 0.21 -0.19 2.24
C -1.05 -0.75 1.88
C -0.81 -1.91 1.10
C 0.58 -2.06 0.94
H 2.28 -0.89 1.78
H 0.37 0.62 2.92
H -2.01 -0.42 2.25
H -1.56 -2.60 0.75
H 1.08 -2.88 0.45
Te 0.25 2.87 0.19
Te 0.09 3.81 -2.27
Te -0.21 1.71 -4.04
Te -0.24 -0.61 -2.74
```

For the gap between HOMO and LUMO (alpha / beta), the calculation gives 5.47 / 5.54 eV. Its expectation value of S² is 8.78. For the energy above the lowest of the compared OMol25 structures with the same formula, charge and spin, the calculation gives 0.0217 eV. As for the net charge: +1. As for the maximum force: 1.08 eV Å⁻¹. As for the spin multiplicity: 6. The calculation puts the highest occupied orbital energy (alpha / beta) at -10.25 / -12.41 eV. As for the LUMO energy (alpha / beta): -0.1758 / -0.2528 hartree.

Results of the natural (NBO) charge analysis, in e, for atoms 1 through 8: Ir 0.612; C -0.309; C -0.322; C -0.296; C -0.276; C -0.284; H 0.260; H 0.254


Computed, not measured: a single C5H5N molecule, with ωB97M-V/def2-TZVPD.

```
11
Properties=species:S:1:pos:R:3
C -1.13 1.14 0.02
C 0.16 1.46 0.17
C 0.86 0.16 0.50
C 0.31 -0.97 -0.36
C -0.98 -0.93 -0.74
N -1.79 0.10 -0.14
H 0.64 2.41 0.32
H 1.96 0.22 0.48
H 0.54 0.02 1.53
H 0.91 -1.87 -0.53
H -1.49 -1.73 -1.26
```

For the gap between HOMO and LUMO (alpha / beta), the calculation gives 7.78 / 7.77 eV. The SMILES is C1=CCC=CN=1. For the energy above the lowest of the compared OMol25 structures with the same formula, charge and spin, the calculation gives 3.6456 eV. As for the maximum force: 1.23 eV Å⁻¹. The calculation puts the highest occupied orbital energy (alpha / beta) at -8.11 / -8.11 eV. As for the LUMO energy (alpha / beta): -0.0124 / -0.0125 hartree.

Results of the natural (NBO) charge analysis, in e, for atoms 1 through 8: C 0.395; C -0.384; C -0.459; C -0.208; C -0.043; N -0.441; H 0.239; H 0.238


Computed, not measured: a molecular structure, C5H5N, with ωB97M-V/def2-TZVPD.

```
11
Properties=species:S:1:pos:R:3
C -0.28 1.36 0.14
C -1.22 0.32 0.09
C -0.78 -0.98 -0.16
N 0.51 -1.33 -0.08
C 1.41 -0.26 0.26
C 1.10 1.12 0.32
H -0.65 2.38 0.06
H -2.29 0.52 0.14
H -1.48 -1.76 -0.45
H 2.37 -0.65 0.58
H 1.30 -0.79 -0.91
```

For the gap between HOMO and LUMO (alpha / beta), the calculation gives 7.81 / 7.81 eV. For the energy above the lowest of the compared OMol25 structures with the same formula, charge and spin, the calculation gives 5.1128 eV. As for the maximum force: 0.45 eV Å⁻¹. The calculation puts the highest occupied orbital energy (alpha / beta) at -7.81 / -7.81 eV. As for the LUMO energy (alpha / beta): 0.0001 / 0.0001 hartree.

Results of the Mulliken charge analysis, in e, for atoms 1 through 8: C -0.122; C -0.207; C -0.149; N -0.440; C -0.257; C -0.718; H 0.346; H 0.339


Computed, not measured: a single C5H5N molecule, with ωB97M-V/def2-TZVPD.

```
11
Properties=species:S:1:pos:R:3
C -1.03 -0.89 0.48
C -0.55 0.54 0.20
C 0.90 0.63 -0.25
C 1.36 1.08 -1.40
C 2.15 0.26 0.37
N 3.23 0.02 0.72
H -0.48 -1.34 1.30
H -0.93 -1.52 -0.41
H -2.10 -0.88 0.76
H -0.72 1.19 1.06
H -1.14 0.96 -0.62
```

For the gap between HOMO and LUMO, the calculation gives 9.44 eV. For the energy above the lowest of the compared OMol25 structures with the same formula, charge and spin, the calculation gives 4.2467 eV. As for the maximum force: 1.23 eV Å⁻¹. The calculation puts the highest occupied orbital energy at -10.66 eV. As for the LUMO energy: -0.0445 hartree.

Results of the natural (NBO) charge analysis, in e, for atoms 1 through 8: C -0.603; C -0.394; C -0.454; C 0.345; C 0.247; N -0.255; H 0.216; H 0.217


Computed, not measured: 2 unconnected molecules or ions with the total composition C5H5N, with ωB97M-V/def2-TZVPD.

```
11
Properties=species:S:1:pos:R:3
C 0.13 -0.17 -0.44
C 1.20 0.39 -1.03
C -2.23 0.27 -0.24
C 2.28 -0.09 -0.15
C 0.99 0.04 0.64
N -2.89 -0.61 0.19
H -2.12 1.29 -0.77
H 2.45 -1.20 -0.48
H 3.25 0.33 0.13
H 0.82 0.46 1.58
H -3.88 -0.71 0.57
```

For the gap between HOMO and LUMO (alpha / beta), the calculation gives 6.99 / 6.99 eV. For the energy above the lowest of the compared OMol25 structures with the same formula, charge and spin, the calculation gives 9.1503 eV. As for the maximum force: 4.82 eV Å⁻¹. The calculation puts the highest occupied orbital energy (alpha / beta) at -6.96 / -6.96 eV. As for the LUMO energy (alpha / beta): 0.0010 / 0.0011 hartree.

Results of the natural (NBO) charge analysis, in e, for atoms 1 through 8: C -0.147; C -0.171; C 0.315; C -0.492; C -0.197; N -0.611; H 0.244; H 0.217